Entry 1:
Below is an isolated molecule of C18H23N3O5S in a non-equilibrium geometry, with properties calculated with ωB97M-V/def2-TZVPD.

```
50
Properties=species:S:1:pos:R:3
C 7.30 2.18 1.26
H 8.16 2.84 1.23
O 6.86 2.07 -0.08
C 5.79 1.28 -0.35
C 5.06 0.57 0.60
C 3.98 -0.21 0.21
C 3.63 -0.30 -1.13
C 4.36 0.41 -2.07
C 5.43 1.19 -1.70
H 6.00 1.75 -2.42
H 4.08 0.34 -3.12
H 2.80 -0.92 -1.43
C 3.21 -0.98 1.25
N 1.79 -0.98 0.97
C 1.10 -2.12 0.75
O 1.60 -3.23 0.91
C -0.29 -1.90 0.30
C -0.86 -0.75 -0.23
C -2.19 -1.06 -0.55
C -2.40 -2.37 -0.20
N -1.25 -2.88 0.30
C -1.12 -4.22 0.79
H -1.59 -4.92 0.09
H -1.61 -4.33 1.77
H -0.06 -4.46 0.89
H -3.29 -2.95 -0.30
S -3.36 0.05 -1.26
O -2.78 0.71 -2.39
O -4.60 -0.66 -1.45
N -3.51 1.19 -0.03
C -4.05 2.45 -0.48
H -3.45 2.78 -1.33
C -3.99 3.45 0.68
H -4.46 4.39 0.40
O -4.70 2.96 1.79
C -4.20 1.72 2.22
H -4.82 1.42 3.07
C -4.25 0.68 1.10
H -3.79 -0.25 1.42
H -5.30 0.48 0.82
H -3.16 1.84 2.55
H -2.94 3.62 0.95
H -5.09 2.33 -0.81
H -0.39 0.19 -0.42
H 1.35 -0.09 0.79
H 3.52 -2.03 1.27
H 3.38 -0.55 2.25
H 5.32 0.63 1.65
H 6.53 2.63 1.89
H 7.60 1.21 1.67
```

- Multiplicity: 1
- Total charge: 0
- Highest occupied orbital energy: -0.318 Eh
- Energy above the lowest of the compared OMol25 structures with the same formula, charge and spin: 229.5 kJ/mol
- SMILES: COc1cccc(CNC(=O)c2cc(S(=O)(=O)N3CCOCC3)cn2C)c1
- LUMO level: 0.020 Ha


Entry 2:
Below is a 2-piece molecular cluster, C2H5N3O overall in a non-equilibrium geometry, with properties calculated with ωB97M-V/def2-TZVPD.

```
11
Properties=species:S:1:pos:R:3
C -0.66 0.03 -0.59
C -0.38 -1.27 0.11
O 0.15 1.08 -0.14
N 2.41 2.49 -0.25
N 2.18 2.70 0.81
N -1.31 -2.09 0.31
H 0.08 1.30 0.85
H -1.03 -2.98 0.71
H -0.39 -0.09 -1.65
H -1.73 0.26 -0.52
H 0.68 -1.44 0.35
```

- Multiplicity: 1
- Total charge: 0
- Highest occupied orbital energy: -0.370 Eh
- Energy above the lowest of the compared OMol25 structures with the same formula, charge and spin: 97.0 kJ/mol
- SMILES: [H]/N=C/CO.N#N
- LUMO level: 0.036 Ha